[1]
A gas-phase ion, C2H3N2O3 (charge +1), computed with ωB97M-V/def2-TZVPD.

Properties
- charge = +1
- molar mass (g mol⁻¹) = 103.1
- ΔE to the lowest compared entry with this formula, charge and spin (kcal per mole) = 105.5
- HOMO energy (eV) = -14.6
- multiplicity = 1
- energy (eV) = -11230.6056

```
10
C2H3N2O3 (ωB97M-V/def2-TZVPD)
O 3.61474 -0.47249 -0.01287
N 2.59583 0.04015 0.01264
C 1.53312 0.67317 0.00853
C 0.19490 0.19041 0.02990
N -0.05210 -1.10853 0.01346
O 0.76471 -1.99991 0.00494
O -1.36177 -1.41038 0.00058
H 1.63270 1.76241 -0.01041
H -0.64248 0.86441 0.05223
H -1.50840 -2.37780 -0.04646
```

[2]
A gas-phase ion, C2H3N2O3 (charge +1), computed with ωB97M-V/def2-TZVPD.

Properties
- charge = +1
- molar mass (g mol⁻¹) = 103.1
- ΔE to the lowest compared entry with this formula, charge and spin (kcal per mole) = 136.3
- HOMO energy (eV) = -15.3
- multiplicity = 1
- energy (eV) = -11229.2708

```
10
C2H3N2O3 (ωB97M-V/def2-TZVPD)
O -3.10291 -1.05831 -0.56469
N -2.48369 -0.27977 -0.06734
O -2.16472 0.11621 1.09743
C -1.53032 0.74952 -0.02585
C -0.12050 0.17981 -0.28292
N 0.16022 -0.82653 0.42516
O 1.30496 -1.45052 0.53034
H -1.97875 1.69248 -0.21950
H 0.50199 0.55437 -1.09966
H 0.98928 -2.14618 1.08058
```

[3]
2 unconnected molecules or ions with the total composition C2H3N2O4, computed with ωB97M-V/def2-TZVPD.

Properties
- charge = -1
- molar mass (g mol⁻¹) = 119.1
- ΔE to the lowest compared entry with this formula, charge and spin (kcal per mole) = 117.0
- HOMO energy (eV) = -3.0
- multiplicity = 1
- energy (eV) = -13287.0627

```
11
C2H3N2O4 (ωB97M-V/def2-TZVPD)
C -0.45245 -0.63159 0.19178
C 1.64225 -0.26155 -1.07665
N 2.64277 0.23821 -0.69969
N -0.96282 0.60345 -0.14259
O 3.47880 0.60788 0.11021
O -0.97323 1.62048 0.62573
O -0.69666 -1.63957 -0.74668
O -1.27287 0.81069 -1.38046
H 0.13756 -1.00193 1.05828
H 1.14114 -0.47724 -2.04162
H -0.91804 -1.07680 -1.51367
```

[4]
C2H3N2OP in the gas phase, computed with ωB97M-V/def2-TZVPD.

Properties
- molar mass (g mol⁻¹) = 102.0
- ΔE to the lowest compared entry with this formula, charge and spin (kcal per mole) = 86.7
- HOMO energy (spin up / spin down) (eV) = -9.9 / -9.5
- multiplicity = 1
- energy (eV) = -16434.6874

```
9
C2H3N2OP (ωB97M-V/def2-TZVPD)
C -1.72347 -0.79124 -0.03405
C 0.23700 0.14656 0.01572
N -2.17762 0.27619 -0.45100
N -0.22808 1.26155 -0.36724
O -0.37476 -0.98735 0.32420
P 2.06766 -0.02690 0.05971
H -2.41616 -1.58444 0.27068
H 2.41962 0.84857 1.21863
H 2.19582 0.85706 -1.03667
```

[5]
A gas-phase ion, C2H3N2OS (charge +1), computed with ωB97M-V/def2-TZVPD.

Properties
- charge = +1
- molar mass (g mol⁻¹) = 103.1
- ΔE to the lowest compared entry with this formula, charge and spin (kcal per mole) = 139.0
- HOMO energy (eV) = -14.3
- multiplicity = 1
- energy (eV) = -17971.4219

```
9
C2H3N2OS (ωB97M-V/def2-TZVPD)
O -0.16689 -2.23270 -0.22535
N 0.32925 -1.18013 0.02736
N 1.00840 -0.54473 0.88597
C 0.36145 0.24311 -0.30830
C -0.81332 1.15038 -0.33559
S -2.32468 0.80417 0.27230
H 1.00244 -0.64201 1.90811
H 1.23543 0.41390 -1.01461
H -0.63208 1.98802 -1.20988
```

[6]
A gas-phase ion, C2H3N2OS (charge +1), computed with ωB97M-V/def2-TZVPD.

Properties
- charge = +1
- molar mass (g mol⁻¹) = 103.1
- ΔE to the lowest compared entry with this formula, charge and spin (kcal per mole) = 144.3
- HOMO energy (eV) = -14.3
- multiplicity = 1
- energy (eV) = -17971.1928

```
9
C2H3N2OS (ωB97M-V/def2-TZVPD)
S 2.60104 0.55506 0.26092
C 1.64867 -0.65926 -0.35053
N 0.41496 -1.08312 -0.05767
N -0.65167 -0.45945 0.00337
C -1.37745 0.75949 0.21530
O -1.80192 -0.60238 0.58810
H 2.17247 -1.38593 -1.11021
H -1.92453 1.39842 -0.58217
H -1.08158 1.47716 1.03290
```

[7]
2 unconnected molecules or ions with the total composition C2H3N3, computed with ωB97M-V/def2-TZVPD.

Properties
- molar mass (g mol⁻¹) = 69.1
- ΔE to the lowest compared entry with this formula, charge and spin (kcal per mole) = 118.5
- HOMO energy (eV) = -9.1
- multiplicity = 1
- energy (eV) = -6587.4372

```
8
C2H3N3 (ωB97M-V/def2-TZVPD)
C 1.49449 -0.53291 0.12774
C -0.73241 -0.61225 -0.62654
N 2.24127 0.32653 0.01797
N -1.38347 1.18717 0.76297
N -1.10145 0.36790 -0.01277
H 0.74747 -1.53521 0.41521
H -0.67877 -1.09320 -1.55368
H -0.58713 1.89197 0.86909
```

[8]
C2H3N3 in the gas phase, computed with ωB97M-V/def2-TZVPD.

Properties
- molar mass (g mol⁻¹) = 69.1
- ΔE to the lowest compared entry with this formula, charge and spin (kcal per mole) = 35.4
- HOMO energy (eV) = -10.4
- multiplicity = 1
- energy (eV) = -6591.0408

```
8
C2H3N3 (ωB97M-V/def2-TZVPD)
C 1.13121 -0.09303 -0.02188
N 0.68109 -1.31664 0.03750
N -0.68966 -1.26160 0.12698
C -1.00758 -0.00614 0.17968
N 0.12499 0.82563 0.14234
H 2.16806 0.19173 -0.13616
H -2.00565 0.39135 0.35095
H -0.40247 1.26870 -0.67942
```

[9]
C2H3N3 in the gas phase, computed with ωB97M-V/def2-TZVPD.

Properties
- molar mass (g mol⁻¹) = 69.1
- ΔE to the lowest compared entry with this formula, charge and spin (kcal per mole) = 59.6
- HOMO energy (eV) = -9.2
- multiplicity = 1
- energy (eV) = -6589.9897

```
8
C2H3N3 (ωB97M-V/def2-TZVPD)
H 2.50496 0.65859 -0.14333
N 1.55499 0.27599 -0.21948
N 0.78903 1.16201 0.21254
C -0.57516 0.77614 0.23800
C -0.87659 -0.50981 0.11863
N -1.00022 -1.71978 0.14857
H -1.31522 1.54977 0.39707
H -1.08180 -2.19292 -0.75201
```

[10]
C2H3N3 in the gas phase, computed with ωB97M-V/def2-TZVPD.

Properties
- molar mass (g mol⁻¹) = 69.1
- ΔE to the lowest compared entry with this formula, charge and spin (kcal per mole) = 49.4
- HOMO energy (eV) = -9.6
- multiplicity = 1
- energy (eV) = -6590.4332

```
8
C2H3N3 (ωB97M-V/def2-TZVPD)
C -0.42368 -0.18568 0.98362
C -0.01649 -0.70241 -0.19373
N 0.38303 0.37520 -1.05244
N -0.07847 1.53566 -0.33367
N -0.33803 1.20164 0.78569
H -0.55638 -0.65427 2.05260
H 0.24164 -1.78403 -0.37368
H 0.78836 0.21388 -1.86839
```

[11]
C2H3N3O in the gas phase, computed with ωB97M-V/def2-TZVPD.

Properties
- molar mass (g mol⁻¹) = 85.1
- ΔE to the lowest compared entry with this formula, charge and spin (kcal per mole) = 105.2
- HOMO energy (eV) = -9.7
- multiplicity = 1
- energy (eV) = -8635.9311

```
9
C2H3N3O (ωB97M-V/def2-TZVPD)
O -1.41524 -0.71459 -1.17150
N -0.55334 -0.25890 -0.34351
C 0.74066 -0.13852 -0.52102
C 1.02200 0.81106 0.49565
N -0.02536 0.90217 1.41410
N -1.00816 0.27256 0.76441
H -2.13324 -1.11367 -0.51069
H 1.35454 -0.88165 -1.22243
H 2.01814 1.12153 1.09499
```

[12]
C2H3N3O in the gas phase, computed with ωB97M-V/def2-TZVPD.

Properties
- molar mass (g mol⁻¹) = 85.1
- ΔE to the lowest compared entry with this formula, charge and spin (kcal per mole) = 100.1
- HOMO energy (spin up / spin down) (eV) = -8.8 / -8.8
- multiplicity = 1
- energy (eV) = -8636.1524

```
9
C2H3N3O (ωB97M-V/def2-TZVPD)
O -1.34409 0.67335 1.00930
C -1.10501 -0.02956 -0.26957
N -0.13988 0.91616 -0.60026
C 0.96248 0.29328 -0.37989
N 0.70555 -1.02813 -0.14656
N -0.60201 -1.27998 -0.09906
H -1.80806 1.48068 0.78007
H 1.94582 0.72871 -0.29124
H 1.38520 -1.75451 -0.00279
```

[13]
C2H3N3O in the gas phase, computed with ωB97M-V/def2-TZVPD.

Properties
- molar mass (g mol⁻¹) = 85.1
- ΔE to the lowest compared entry with this formula, charge and spin (kcal per mole) = 24.0
- HOMO energy (eV) = -9.4
- multiplicity = 1
- energy (eV) = -8639.4541

```
9
C2H3N3O (ωB97M-V/def2-TZVPD)
O -1.99742 -0.30894 -0.13368
C -0.67239 -0.09595 -0.04102
C 0.03594 1.10250 -0.25344
N 1.32274 0.85391 -0.03594
N 1.34783 -0.41959 0.27992
N 0.17926 -1.05278 0.28823
H -2.14288 -1.25309 0.02677
H -0.28595 2.07595 -0.59008
H 2.21287 -0.90202 0.45923
```

[14]
C2H3N3O in the gas phase, computed with ωB97M-V/def2-TZVPD.

Properties
- molar mass (g mol⁻¹) = 85.1
- ΔE to the lowest compared entry with this formula, charge and spin (kcal per mole) = 70.4
- HOMO energy (eV) = -9.5
- multiplicity = 1
- energy (eV) = -8637.4417

```
9
C2H3N3O (ωB97M-V/def2-TZVPD)
N -0.15914 -0.58049 1.46381
C -0.01018 0.01464 0.23480
C 0.90186 0.07940 -0.85610
N 0.21549 0.39142 -1.92256
O -1.05575 0.57220 -1.53722
N -1.17722 0.41088 -0.21202
H -1.16815 -0.38610 1.54824
H 0.48489 -0.43710 2.22972
H 1.96821 -0.06484 -0.94866
```

[15]
2 unconnected molecules or ions with the total composition C2H3N3O, computed with ωB97M-V/def2-TZVPD.

Properties
- molar mass (g mol⁻¹) = 85.1
- ΔE to the lowest compared entry with this formula, charge and spin (kcal per mole) = 86.7
- HOMO energy (eV) = -9.1
- multiplicity = 1
- energy (eV) = -8636.7358

```
9
C2H3N3O (ωB97M-V/def2-TZVPD)
C -0.46789 0.66849 0.42255
C -0.03795 -1.16559 -0.49660
N -1.10563 -1.80560 -1.19534
N -0.27181 -1.24788 -1.90087
N 0.63802 1.26767 0.81015
O -1.61450 0.96505 0.46635
H 0.75079 -1.73381 -0.02599
H 1.54962 0.87312 0.67387
H 0.55935 2.17856 1.24588
```

[16]
C2H3N3O in the gas phase, computed with ωB97M-V/def2-TZVPD.

Properties
- molar mass (g mol⁻¹) = 85.1
- ΔE to the lowest compared entry with this formula, charge and spin (kcal per mole) = 76.7
- HOMO energy (eV) = -10.6
- multiplicity = 1
- energy (eV) = -8637.1666

```
9
C2H3N3O (ωB97M-V/def2-TZVPD)
H 0.51795 -0.43578 1.54798
N 1.17801 -0.04119 0.90651
C 0.50821 0.22355 -0.10849
C 1.17439 0.33203 -1.42181
N 1.82119 0.42348 -2.43112
N -0.88674 0.16217 -0.11534
O -1.39134 -0.53029 0.93508
H -1.11860 -0.27452 -0.96294
H -1.80308 0.14054 1.65012
```

[17]
A molecular structure, C2H3N3O, computed with ωB97M-V/def2-TZVPD.

Properties
- molar mass (g mol⁻¹) = 85.1
- ΔE to the lowest compared entry with this formula, charge and spin (kcal per mole) = 33.9
- HOMO energy (eV) = -9.4
- multiplicity = 1
- energy (eV) = -8639.0230

```
9
C2H3N3O (ωB97M-V/def2-TZVPD)
C -0.08802 0.48018 -0.48540
C -0.62860 -0.81605 0.89549
H -0.14173 2.33546 -0.09797
H -0.98764 -1.39953 1.80783
H 1.54323 -0.61927 -1.25162
N -0.99773 0.37994 0.47339
N 0.32333 -1.54256 0.24120
N 0.72946 -0.60662 -0.66530
O 0.24770 1.78843 -0.91762
```

[18]
C2H3N3O2 in the gas phase, computed with ωB97M-V/def2-TZVPD.

Properties
- molar mass (g mol⁻¹) = 101.1
- ΔE to the lowest compared entry with this formula, charge and spin (kcal per mole) = 79.6
- HOMO energy (eV) = -9.1
- multiplicity = 1
- energy (eV) = -10685.0062

```
10
C2H3N3O2 (ωB97M-V/def2-TZVPD)
H 0.51885 2.60608 -0.07992
N 1.04197 1.71922 0.01284
C 0.19496 0.79835 0.03302
O -1.20585 0.85054 -0.04474
C -1.62585 -0.43570 -0.05117
N -0.70959 -1.27603 0.01890
N 0.44115 -0.54183 0.20460
O 1.62090 -1.10259 -0.21527
H -2.69012 -0.62745 0.00221
H 2.02150 -1.44763 0.61232
```

[19]
C2H3N3O2 in the gas phase, computed with ωB97M-V/def2-TZVPD.

Properties
- molar mass (g mol⁻¹) = 101.1
- ΔE to the lowest compared entry with this formula, charge and spin (kcal per mole) = 108.1
- HOMO energy (eV) = -10.4
- multiplicity = 1
- energy (eV) = -10683.7712

```
10
C2H3N3O2 (ωB97M-V/def2-TZVPD)
N 2.79092 1.22381 -0.31293
C 2.02020 0.40179 -0.05437
C 0.79392 -0.69543 0.03350
O 1.04982 -1.85106 0.13321
N -0.38034 -0.06695 0.12948
N -1.65208 -0.64913 0.05379
O -0.54704 1.37034 0.13536
H -2.24197 -0.60041 0.82324
H -2.14769 -0.96106 -0.72622
H 0.31425 1.82809 -0.21506
```

[20]
2 unconnected molecules or ions with the total composition C2H3N3O2, computed with ωB97M-V/def2-TZVPD.

Properties
- molar mass (g mol⁻¹) = 101.1
- ΔE to the lowest compared entry with this formula, charge and spin (kcal per mole) = 168.1
- HOMO energy (spin up / spin down) (eV) = -9.1 / -9.1
- multiplicity = 1
- energy (eV) = -10681.1685

```
10
C2H3N3O2 (ωB97M-V/def2-TZVPD)
C 0.73507 -1.07771 -0.89723
C -0.92804 0.45019 0.33632
N -1.90883 -0.13766 0.06278
N 1.65091 -0.94816 -0.20225
N -0.28165 1.63387 0.51964
O 2.53225 -0.63499 0.53934
O -2.56848 -1.12805 -0.12055
H 0.01169 -1.44324 -1.46793
H 0.22779 1.58631 1.38838
H 0.52930 1.69944 -0.15849
```